98
Properties=species:S:1:pos:R:3:forces:R:3 method="wB97M-V/def2-TZVPD" homo_energy_ev=-8.266 orbital_gap_ev=8.2 smiles="NC(N)=O.NC(N)=O.NC(N)=O.NC(N)=O.NC(N)=O.NC(N)=O.NC(N)=O.CC(C)O.CC(C)O.CC(C)O.CO"
N 2.13200 -12.97000 -27.71400 3.3 3.6 -1.5
C 1.84500 -13.83800 -26.77100 -1.1 2.6 5.2
N 1.25500 -14.90700 -27.24900 -1.1 -1.7 0.2
O 1.95200 -13.38600 -25.49300 -0.4 -3.1 -4.4
H 2.74000 -12.11400 -27.41100 -1.9 -1.7 -0.4
H 2.55700 -13.26600 -28.58700 -0.5 -0.6 -0.2
H 0.63100 -15.46000 -26.66400 0.6 -0.1 0.1
H 1.14300 -15.05600 -28.30500 -0.1 0.1 1.5
N 4.91400 -12.97300 -24.57300 -1.1 0.0 3.1
C 5.36100 -13.48600 -25.65600 -0.8 -7.1 0.3
N 5.89500 -12.56400 -26.37300 3.2 4.0 -4.2
O 5.30000 -14.81700 -25.97900 0.8 5.4 0.9
H 4.34700 -13.47900 -23.90900 -0.3 -1.4 0.4
H 4.47100 -12.09100 -24.64200 0.5 1.2 -0.2
H 6.39500 -12.85100 -27.19400 0.1 0.0 -0.3
H 6.08200 -11.54800 -26.06800 -0.4 -2.7 -0.2
N 2.47000 -10.85400 -30.13300 -3.0 -1.9 -0.1
C 3.64400 -10.24700 -30.24900 4.0 -3.2 -8.9
N 3.93900 -9.35500 -29.37100 0.2 2.7 2.3
O 4.44800 -10.56700 -31.32600 -3.4 1.1 5.4
H 2.11200 -11.55600 -30.87000 1.0 2.1 1.7
H 1.79100 -10.56600 -29.39800 0.6 -0.4 -1.1
H 4.77600 -8.77200 -29.35400 -0.6 -0.5 -0.4
H 3.12800 -9.08200 -28.82600 0.5 1.0 0.3
N 3.45600 -16.53600 -26.93300 -0.7 2.4 -0.9
C 3.48800 -17.75300 -26.50100 -4.1 -5.3 -0.6
N 4.70800 -18.13400 -26.15300 2.4 0.1 0.6
O 2.43900 -18.62400 -26.54100 4.6 3.8 0.7
H 2.54600 -16.15200 -27.11600 0.0 0.0 -0.2
H 4.20500 -15.86900 -26.69400 -0.2 -0.2 0.0
H 4.81700 -18.92000 -25.57400 0.1 -1.1 0.4
H 5.52500 -17.49600 -26.20600 -1.2 -0.6 0.1
N 3.70100 -10.91600 -27.12800 1.2 -1.3 -3.0
C 3.32200 -10.27500 -26.08000 -2.4 10.7 -2.1
N 3.01700 -10.97100 -25.09800 -1.5 -5.0 5.9
O 3.08100 -8.95300 -26.18800 1.4 -4.5 0.4
H 3.77100 -10.39100 -27.99200 0.9 -0.5 0.5
H 4.23900 -11.72100 -26.90500 0.9 -0.5 -0.7
H 3.03600 -10.61700 -24.17300 -0.5 1.0 0.5
H 2.67400 -12.01300 -25.13600 0.3 1.3 -0.7
N 2.64000 -15.98700 -23.91300 -0.7 -4.2 -1.4
C 2.78200 -15.29200 -22.85200 4.4 7.8 2.0
N 2.45600 -15.86900 -21.70300 -1.1 -0.8 2.7
O 3.37300 -14.07300 -22.88700 -3.0 -5.2 1.1
H 3.01500 -15.66700 -24.74700 0.8 1.1 -1.8
H 2.70900 -17.01400 -23.79100 -0.3 0.9 -0.2
H 2.86600 -15.53400 -20.81900 -0.5 0.2 -1.1
H 1.52200 -16.28100 -21.60400 0.8 0.0 -0.2
N -0.44900 -14.34400 -30.70300 -2.9 3.6 -1.1
C 0.19100 -15.49100 -30.68700 -9.9 -5.3 -5.0
N 1.14300 -15.56800 -29.86200 7.1 1.3 1.8
O -0.41200 -16.57700 -31.24800 3.5 4.5 1.9
H -1.35800 -14.25900 -31.27600 2.4 -0.6 1.3
H -0.33000 -13.57500 -29.97200 0.2 -1.3 -1.6
H 1.55200 -16.45900 -30.02000 0.8 -1.1 0.4
H 1.89100 -14.79400 -30.09700 -1.2 -1.8 0.8
C -2.04300 -19.47500 -27.52600 -1.7 -0.1 1.3
C -0.62900 -19.05800 -27.28900 -2.0 0.5 -8.1
C -0.34700 -17.67500 -27.98300 0.7 -2.3 -1.4
O -0.18600 -19.15800 -26.12800 1.5 -0.1 8.4
H -2.81000 -18.77000 -27.18900 0.1 0.3 -0.1
H -2.30600 -20.39500 -26.98300 0.4 0.0 -0.2
H -2.19300 -19.64300 -28.57300 -0.1 -0.1 -0.6
H -0.13000 -19.82800 -27.83100 0.9 -0.6 -1.8
H -0.86200 -17.61700 -28.96400 0.0 0.5 0.8
H 0.72200 -17.57800 -28.21000 -0.1 -0.4 0.1
H -0.51800 -16.96900 -27.23600 -1.1 1.6 0.9
H 0.75500 -19.02900 -26.19800 1.1 0.3 0.6
C -1.11000 -14.54400 -25.16000 1.8 -0.6 -0.8
C -0.92600 -15.83800 -24.43400 -6.6 1.8 2.6
C -2.11300 -16.86700 -24.59200 3.3 -0.2 -0.7
O 0.13800 -16.49900 -24.60600 6.9 -3.8 -2.5
H -1.98100 -14.05200 -24.91400 -2.4 0.7 0.4
H -1.00500 -14.63300 -26.24800 -0.2 0.1 0.3
H -0.36600 -13.90000 -24.73800 0.9 0.7 -0.4
H -0.87900 -15.55200 -23.36400 -1.1 0.4 0.3
H -2.98000 -16.35900 -24.75300 -2.8 1.4 0.5
H -2.01100 -17.45800 -23.67600 -0.7 -0.4 -0.6
H -2.02200 -17.42700 -25.56100 0.5 0.1 1.3
H 0.97700 -16.11200 -24.28700 -0.8 0.2 -0.3
C -0.80200 -11.51700 -26.90300 -0.5 1.2 0.6
C -0.90400 -12.44000 -28.09000 -5.7 -2.3 7.3
C -2.23600 -12.41500 -28.67900 -2.8 0.6 -0.7
O -0.10400 -12.18000 -28.98900 7.5 3.5 -8.6
H 0.20900 -11.48800 -26.65600 2.1 0.3 0.5
H -1.23600 -11.76600 -25.95600 -0.8 -0.8 0.2
H -1.11100 -10.46900 -27.05300 0.0 -0.4 -0.6
H -0.67800 -13.45900 -27.76900 -0.6 -0.4 0.8
H -2.92900 -13.02400 -28.17600 -0.8 -1.1 1.0
H -2.28400 -12.76100 -29.69300 0.3 -0.2 -0.6
H -2.76600 -11.45700 -28.68000 0.6 0.4 0.0
H 0.82000 -12.32300 -28.73200 0.0 0.0 0.6
C 4.54600 -14.18600 -29.36600 -1.1 -0.6 -2.0
O 3.32700 -13.92400 -30.10900 -0.7 0.0 0.7
H 4.92300 -13.25900 -28.96600 0.3 0.1 0.4
H 5.16700 -14.60400 -30.16500 0.7 -0.1 1.0
H 4.17200 -14.92300 -28.65900 0.9 0.1 0.3
H 3.45100 -13.31100 -30.81400 0.6 0.8 -0.9

125
Properties=species:S:1:pos:R:3:forces:R:3 method="wB97M-V/def2-TZVPD" homo_energy_ev=-12.330 orbital_gap_ev=2.7 total_charge=+2
Hf 2.23022 -5.10728 -0.99799 -6.4 9.9 -3.3
C -0.25272 -4.35248 -3.49048 -1.7 0.6 -1.2
O 0.83620 -4.79281 -2.78509 4.6 -1.8 4.6
H -0.51300 -3.29014 -3.41683 0.7 0.2 0.6
H -0.09135 -4.47827 -4.56504 0.2 -0.3 0.0
H -1.20621 -4.84081 -3.26755 0.3 -0.5 0.3
C 0.17680 -1.13416 -0.66922 0.3 -0.7 0.5
C 1.68423 -1.46901 -0.61620 -0.9 1.5 -1.1
O 2.03376 -2.82821 -0.57960 1.0 -5.9 -0.2
H 0.03622 -0.06428 -0.50822 0.3 0.1 0.0
H -0.31511 -1.64355 0.16208 -0.2 0.0 -0.1
H -0.31456 -1.37899 -1.61113 0.2 -0.2 0.0
H 2.10100 -0.92752 0.23397 0.2 -0.4 0.2
H 2.08861 -1.00511 -1.52066 0.4 -0.2 -0.1
O 3.79416 -4.09335 -2.72740 -0.3 -0.7 1.1
H 4.11620 -3.19553 -2.56606 -0.2 0.2 0.3
H 4.28741 -4.39987 -3.50053 -0.1 -0.3 -0.1
O -0.13577 -4.90774 -0.01598 1.0 -0.3 -0.1
H -0.99143 -5.34504 -0.09804 0.1 -0.2 -0.3
H -0.34395 -4.01146 0.31133 0.0 0.2 0.2
O 2.17711 -4.95852 1.40138 0.6 -0.9 -0.9
H 2.41897 -4.20422 1.96581 0.1 0.5 -0.4
H 1.99313 -5.68229 2.01758 -0.1 -0.1 0.0
C -0.29941 -2.89886 3.68009 -0.1 -0.8 0.1
C -1.46214 -3.66964 3.02683 -0.4 1.8 1.7
C -2.63873 -3.79043 4.01977 0.1 -1.5 0.1
O -2.29991 -4.46663 5.22623 0.6 1.0 0.4
C -3.45976 -4.66144 6.04892 -0.4 0.0 -0.9
N -1.88535 -2.89948 1.85082 0.2 -1.4 -1.2
H 0.59827 -3.42154 3.34185 0.4 0.5 0.2
H -0.37808 -2.98758 4.76344 0.2 -0.1 0.0
H -0.26522 -1.83824 3.43617 0.0 -0.1 -0.2
H -1.11396 -4.67908 2.80504 -0.2 0.0 -0.5
H -3.34321 -4.48023 3.54141 -0.6 0.6 -0.3
H -3.06265 -2.80917 4.24304 -0.1 0.1 -0.2
H -3.28535 -4.65576 7.12249 0.7 -0.4 -0.2
H -3.89602 -5.58555 5.66701 -0.4 -0.1 0.6
H -4.19551 -3.86305 5.92085 0.1 0.1 -0.3
H -2.67233 -3.35022 1.39527 -0.2 0.0 0.0
H -2.19249 -1.95158 2.03340 0.2 0.0 0.5
C 0.93154 2.17180 1.23085 0.1 -0.8 0.4
C 0.82808 3.57594 1.87437 0.8 -0.7 -0.7
C 0.38291 3.48614 3.35567 0.6 0.2 -2.7
O 0.28989 4.78110 3.92573 -0.1 -1.7 0.5
C -0.06418 4.65631 5.31378 -0.4 0.7 -0.4
N 2.12335 4.20672 1.61187 0.1 1.3 -0.1
H 1.69733 1.54248 1.69809 -0.1 0.0 0.6
H 1.28208 2.13031 0.19971 -0.2 0.8 -0.1
H -0.02021 1.63440 1.24062 -0.1 -0.1 0.3
H 0.04537 4.04468 1.27510 0.2 0.7 0.1
H 1.16005 2.81599 3.73503 -0.1 0.2 1.1
H -0.55238 2.94078 3.19931 -0.4 0.1 1.1
H -0.23728 5.67492 5.65670 0.3 0.0 0.2
H 0.69733 4.14831 5.90608 0.2 0.1 -0.1
H -1.01623 4.13658 5.44327 0.0 -0.2 -0.2
H 2.86303 4.07028 2.29354 -0.3 -0.9 0.3
H 2.06106 5.21785 1.68285 -0.5 0.1 -0.4
C -4.81663 -0.54914 1.13693 -2.1 -1.4 -0.6
C -3.92736 0.44288 0.45266 1.4 0.0 0.6
C -4.36120 1.91176 0.33895 -1.3 0.2 -1.3
O -3.39031 2.68032 -0.34523 1.1 -0.7 0.0
C -3.41727 4.10248 -0.34212 0.1 -0.6 0.1
N -2.66422 0.45152 1.15839 1.8 1.0 0.3
H -5.31369 -0.48984 2.10715 0.4 1.4 0.1
H -4.36583 -1.53740 1.26801 0.6 0.1 -0.5
H -5.64473 -0.74895 0.44794 -0.2 -0.1 0.1
H -3.71888 0.04291 -0.54647 -0.6 0.3 -0.3
H -4.63520 2.37776 1.28714 0.0 -0.2 0.2
H -5.18704 1.90779 -0.38013 -0.8 0.0 0.7
H -3.27746 4.46152 0.67854 0.0 0.3 -0.1
H -4.30481 4.53810 -0.80487 -0.3 -0.2 0.2
H -2.57260 4.35675 -0.98094 0.1 0.3 0.2
H -2.02069 -0.28429 0.88758 -0.4 -0.5 -0.1
H -2.18303 1.25045 0.74477 0.2 0.3 0.5
C 3.31864 -1.51644 2.65709 -0.7 -0.2 0.0
C 4.76468 -1.03232 2.68309 -1.1 0.0 0.2
C 5.02840 0.05167 1.67450 0.6 0.9 -1.2
O 6.43702 0.34441 1.57598 -1.6 0.0 0.1
C 6.74832 0.95566 0.33734 0.8 -0.8 -0.3
N 5.11824 -0.57253 4.01940 0.9 -0.5 -0.3
H 3.10431 -2.06961 3.57318 0.0 0.3 0.2
H 3.03565 -2.20323 1.85094 0.6 -0.1 -0.4
H 2.57901 -0.72267 2.52632 0.1 0.2 0.4
H 5.37162 -1.92180 2.49985 0.4 0.2 -0.2
H 4.52408 1.00074 1.88721 -0.2 -0.1 0.7
H 4.60951 -0.14493 0.67861 0.3 -0.7 -0.3
H 6.20044 1.83127 -0.01904 -0.3 0.2 0.9
H 6.58786 0.20599 -0.44517 0.3 -0.1 -0.2
H 7.80792 1.18509 0.43392 -0.1 0.2 -0.4
H 6.08460 -0.32040 3.82686 0.2 0.3 1.0
H 4.65438 0.28443 4.29723 -0.2 0.1 -0.2
C 0.78618 3.86221 -1.84468 -0.9 0.7 -0.4
C 1.19958 3.28677 -3.19780 0.8 -1.0 1.9
C 2.51024 4.05453 -3.61666 -1.8 -0.5 -1.8
O 2.29939 5.45654 -3.59114 1.0 0.5 1.1
C 1.22540 5.97935 -4.34457 -0.1 -2.0 -1.1
N 1.47177 1.82526 -3.03456 0.8 -0.1 -0.6
H -0.10988 3.42790 -1.39270 0.1 -0.6 -0.2
H 0.46168 4.89524 -1.98376 0.5 0.3 0.3
H 1.61543 3.78809 -1.14236 0.0 0.3 0.1
H 0.40751 3.38604 -3.93686 0.2 0.0 -0.1
H 2.75070 3.74145 -4.63883 -0.1 0.0 -0.3
H 3.39469 3.73849 -3.06570 -0.2 0.5 0.7
H 1.05430 7.04675 -4.24589 0.4 -0.1 0.5
H 0.33565 5.37875 -4.14190 -0.4 0.6 0.3
H 1.38913 5.74528 -5.40292 0.2 0.3 -0.2
H 0.69429 1.21430 -2.82114 -0.6 0.6 -0.3
H 2.12488 1.63670 -2.28287 0.2 0.5 0.0
C -3.15406 -0.48053 -6.31574 1.6 0.1 0.0
C -2.64913 -1.38185 -5.21061 -0.9 -0.1 -1.6
C -2.74942 -0.75519 -3.78833 0.5 -1.6 -2.5
O -2.02958 0.43782 -3.88936 -0.4 -0.2 0.9
C -2.17895 1.31677 -2.79063 0.8 0.7 -0.4
N -3.40132 -2.62519 -5.29632 -0.6 -0.4 2.3
H -4.08607 0.02945 -6.08532 0.0 -0.1 -0.1
H -3.18372 -1.09705 -7.21466 -0.5 0.2 -0.1
H -2.30980 0.19193 -6.48225 -0.5 0.7 -0.2
H -1.64452 -1.71555 -5.49906 0.6 1.1 0.6
H -2.29229 -1.59733 -3.24761 0.4 0.6 1.2
H -3.79715 -0.67903 -3.49148 0.0 0.4 0.0
H -3.18182 1.68863 -2.58046 -0.2 -0.5 -0.1
H -1.60198 2.19567 -3.08356 0.0 0.1 0.2
H -1.71436 0.92461 -1.88184 -0.2 -0.2 0.2
H -3.19448 -3.21864 -6.08680 0.2 0.3 -0.2
H -3.04586 -3.08358 -4.45859 -0.6 -1.0 -0.2

65
Properties=species:S:1:pos:R:3:forces:R:3 method="wB97M-V/def2-TZVPD" homo_energy_ev="-11.167 / -11.168" orbital_gap_ev="6.9 / 6.9" total_charge=+1
Rh -0.54666 -0.78736 -0.66477 -0.5 0.4 -0.1
S -0.56387 0.44540 1.16644 0.0 -0.1 -0.1
C -0.69776 -0.72364 2.44118 0.2 0.5 0.3
C -0.44152 -0.23990 3.76516 -0.1 0.0 0.0
N -0.24167 0.17229 4.81948 0.1 0.0 -0.1
C -1.00559 -2.00829 2.18163 0.0 -0.4 -0.1
S -1.21109 -2.55778 0.56041 0.1 0.0 -0.1
C -1.12363 -2.98513 3.22261 -0.1 0.0 0.0
N -1.22526 -3.79011 4.03616 0.1 0.0 0.0
C 0.66340 0.45756 -4.58157 0.0 0.0 0.1
C 0.67544 1.56291 -3.53138 0.0 -0.1 -0.1
As -0.53096 1.25924 -2.03460 -0.1 0.2 0.0
C -0.33227 2.89669 -1.00000 0.0 0.0 0.0
C -0.38118 4.17291 -1.83355 0.0 0.0 0.0
C -2.29764 1.42531 -2.85010 -0.1 -0.1 0.0
C -2.88511 0.06809 -3.23660 0.0 0.1 0.0
H 1.34188 0.70865 -5.39666 0.0 0.0 0.0
H -0.32989 0.32939 -5.01301 0.0 0.0 0.0
H 0.97820 -0.50580 -4.17493 0.0 0.0 0.0
H 0.36106 2.50982 -3.97283 0.0 0.0 0.0
H 1.67337 1.71637 -3.11929 0.0 0.0 0.0
H 0.60652 2.82232 -0.44651 0.0 0.0 0.0
H -1.13586 2.87881 -0.26200 0.0 0.0 0.0
H 0.47509 4.25323 -2.50223 0.0 0.0 0.0
H -0.36624 5.04235 -1.17676 0.0 0.0 0.0
H -1.29135 4.23020 -2.43199 0.0 0.0 0.0
H -2.21473 2.08469 -3.71474 0.0 0.0 0.0
H -2.93044 1.92285 -2.11302 0.0 0.0 0.0
H -2.26784 -0.44223 -3.97752 0.0 0.0 0.0
H -3.88128 0.18482 -3.66205 0.0 0.0 0.0
H -2.97916 -0.58309 -2.36450 0.0 0.0 0.0
C 5.08543 2.35690 -2.12026 0.0 0.0 0.0
C 4.42619 2.56840 -0.91689 0.0 0.0 0.0
C 3.51789 1.63033 -0.44701 0.0 0.0 -0.1
C 3.27934 0.47828 -1.19206 -0.1 0.0 -0.1
C 3.93639 0.26398 -2.40119 0.0 0.0 0.0
C 4.84395 1.20787 -2.86034 0.0 0.0 0.0
Sb 1.89823 -0.95766 -0.54756 0.3 -0.4 0.4
C 1.77336 -2.55623 -1.90820 0.1 0.1 0.0
C 0.51664 -2.65325 -2.51096 0.1 -0.2 -0.1
C 0.16974 -3.77548 -3.23992 0.0 -0.1 -0.1
C 1.09388 -4.80416 -3.38358 -0.1 0.0 -0.1
C 2.34595 -4.70795 -2.80365 0.2 0.0 0.1
C 2.68843 -3.58780 -2.05330 0.0 0.0 0.0
C 2.42405 -1.74628 1.32566 0.0 0.0 -0.1
C 2.85504 -0.92717 2.36459 0.0 0.0 -0.1
C 2.99577 -1.45774 3.63801 0.0 0.0 0.0
C 2.70781 -2.79638 3.86954 0.0 0.0 0.0
C 2.29016 -3.61368 2.82845 0.0 0.0 0.0
C 2.13995 -3.08931 1.55196 0.0 0.0 0.0
H 5.79192 3.09170 -2.48237 0.0 0.0 0.0
H 4.61834 3.46410 -0.34137 0.0 0.0 0.0
H 2.99569 1.81205 0.48475 0.0 0.0 0.0
H 3.75255 -0.63400 -2.98088 0.0 0.0 0.0
H 5.36402 1.04328 -3.79463 0.0 0.0 0.0
H -0.19541 -1.81623 -2.51393 -0.1 0.2 0.0
H -0.80790 -3.84952 -3.69705 0.0 0.0 0.0
H 0.83099 -5.68452 -3.95423 0.0 0.0 0.0
H 3.05938 -5.51236 -2.92198 0.0 0.0 0.0
H 3.65694 -3.53608 -1.57122 0.0 0.0 0.0
H 3.07112 0.12018 2.19968 0.0 0.0 0.0
H 3.30810 -0.81992 4.45358 0.0 0.0 0.0
H 2.79811 -3.20076 4.86865 0.0 0.0 0.0
H 2.05588 -4.65373 3.01339 0.0 0.0 0.0
H 1.77991 -3.72541 0.75068 0.0 0.0 0.0